{"formula": "C34H49NOPSW", "method": "ωB97M-V with the def2-TZVPD basis set", "s2": 0.762, "spin_multiplicity": 2, "homo_energy_ev": [-20.53, -20.53], "gap_ev": [6.30, 5.63], "molar_mass_g_mol": 734.65, "charge": 4, "elements": ["W", "C", "C", "C", "C", "C", "C", "C", "C", "C", "C", "C", "C", "C", "C", "C", "C", "C", "C", "C", "C", "C", "P", "C", "C", "C", "C", "C", "C", "C", "C", "H", "H", "H", "H", "H", "H", "H", "H", "H", "H", "H", "H", "H", "H", "H", "H", "H", "H", "H", "H", "H", "H", "H", "H", "H", "H", "H", "H", "H", "H", "H", "H", "H", "H", "H", "H", "H", "H", "H", "H", "H", "H", "H", "H", "H", "O", "N", "C", "C", "C", "C", "C", "S", "H", "H", "H", "H"], "xyz": [[0.1662, 1.0013, 0.2364], [2.8210, 2.3793, 2.9612], [3.2688, 2.2263, 1.5131], [4.7632, 1.8183, 1.4355], [2.5462, 1.1635, 0.7388], [2.3809, 1.2642, -0.6620], [1.9536, 0.1893, -1.4892], [2.3415, 0.3005, -2.9465], [1.4711, -0.1899, -4.1073], [3.7209, -0.4319, -2.9412], [1.2896, -0.9016, -0.8143], [1.4865, -1.0826, 0.6032], [2.0144, -0.0027, 1.3514], [1.1618, -2.3741, 1.2921], [2.4620, -3.2151, 1.1986], [0.7383, -2.2195, 2.7507], [0.5220, -1.9387, -1.5702], [1.1704, -3.0053, -2.1799], [0.4399, -3.9199, -2.9271], [-0.9314, -3.7617, -3.0805], [-1.5883, -2.7202, -2.4455], [-0.8706, -1.8081, -1.6640], [-1.7173, -0.5460, -0.6760], [-3.0093, -1.3265, 0.4469], [-3.3381, -0.4240, 1.6392], [-4.2923, -1.5475, -0.3824], [-2.4867, -2.6711, 0.9577], [-2.3427, 0.8090, -1.7858], [-3.1699, 1.8475, -1.0202], [-3.1169, 0.3262, -3.0243], [-1.0400, 1.4041, -2.3241], [3.3423, 3.2248, 3.4071], [3.0653, 1.5068, 3.5688], [1.7475, 2.5774, 3.0423], [3.1478, 3.1716, 0.9776], [4.9344, 0.8617, 1.9318], [5.3492, 2.5768, 1.9535], [5.1245, 1.7605, 0.4086], [2.7512, 2.1650, -1.1428], [2.5636, 1.3568, -3.1173], [0.9485, -1.1222, -3.9216], [2.1273, -0.3559, -4.9611], [0.7609, 0.5684, -4.4314], [3.5978, -1.5094, -2.8443], [4.3905, -0.0763, -2.1574], [4.1965, -0.2292, -3.9003], [2.0712, -0.0949, 2.4284], [0.3891, -2.8877, 0.7196], [3.2761, -2.7282, 1.7380], [2.7750, -3.3970, 0.1718], [2.2787, -4.1804, 1.6699], [1.5770, -1.9552, 3.3970], [0.3653, -3.1774, 3.1116], [-0.0546, -1.4795, 2.8911], [2.2421, -3.1259, -2.0937], [0.9443, -4.7510, -3.4028], [-1.4949, -4.4612, -3.6841], [-2.6596, -2.6356, -2.5639], [-3.6736, 0.5724, 1.3494], [-2.4978, -0.3519, 2.3317], [-4.1604, -0.8950, 2.1798], [-4.7474, -0.6221, -0.7244], [-5.0121, -2.0266, 0.2846], [-4.1562, -2.2222, -1.2252], [-1.6267, -2.5488, 1.6156], [-2.2403, -3.3706, 0.1617], [-3.2815, -3.1249, 1.5525], [-4.1512, 1.4596, -0.7615], [-3.3216, 2.7150, -1.6652], [-2.6967, 2.1999, -0.1004], [-4.0788, -0.1042, -2.7564], [-2.5504, -0.3948, -3.6137], [-3.3151, 1.1924, -3.6609], [-0.1567, 1.6206, -1.5878], [-1.1690, 2.4129, -2.7252], [-0.5630, 0.7541, -3.0510], [-0.6584, 1.1375, 1.9661], [-0.9698, 2.2848, 2.6253], [-1.4712, 2.1896, 3.8757], [-1.8135, 3.3496, 4.5256], [-1.6396, 4.5791, 3.8839], [-1.1147, 4.6345, 2.6020], [-0.7722, 3.4486, 1.9708], [-0.0775, 3.3147, 0.3786], [-1.5644, 1.1892, 4.2750], [-2.2144, 3.2870, 5.5286], [-1.9127, 5.4961, 4.3920], [-0.9649, 5.5773, 2.0918]]}